1.
C4H12NS as an isolated structure in a non-equilibrium geometry, computed with ωB97M-V/def2-TZVPD.

Results
Calculated total energy, Ha: -612.16510
HOMO level, eV: -13.858
Molar mass, g/mol: 106.21
Total charge: +1
ΔE to the lowest compared entry with this formula, charge and spin, kJ/mol: 366.52
HOMO-LUMO gap, eV: 9.347

CARTESIAN COORDINATES (ANGSTROEM)
1 C 1.294 -0.843 0.922
2 C 0.263 1.274 1.392
3 C -1.012 -0.429 0.480
4 C -0.623 -0.210 -2.844
5 N 0.275 0.146 0.383
6 S 0.653 0.900 -1.190
7 H 1.104 -1.967 0.639
8 H 2.259 -0.456 0.343
9 H 1.521 -0.625 1.966
10 H -0.598 1.998 1.300
11 H 0.149 0.768 2.377
12 H 1.263 1.740 1.495
13 H -1.678 0.413 0.016
14 H -1.291 -1.311 -0.154
15 H -1.312 -0.582 1.533
16 H -1.672 -0.088 -2.528
17 H -0.305 -1.181 -2.566
18 H -0.289 0.454 -3.563

2.
C34H21AsBr2N2OS2W as an isolated structure, computed with ωB97M-V/def2-TZVPD.

Results
Calculated total energy, Ha: -9739.78053
HOMO level (alpha / beta), eV: -13.502 / -13.607
Molar mass, g/mol: 956.26
Total charge: +2
HOMO-LUMO gap (alpha / beta), eV: 6.434 / 6.571

CARTESIAN COORDINATES (ANGSTROEM)
1 W -0.479 -0.722 -0.935
2 S -0.016 1.014 -2.606
3 C -1.194 1.752 -1.594
4 N -1.399 1.057 -0.474
5 C -2.465 1.551 0.280
6 C -2.930 1.044 1.486
7 C -3.993 1.691 2.089
8 C -4.573 2.822 1.509
9 C -4.104 3.336 0.312
10 C -3.044 2.681 -0.300
11 S -2.252 3.082 -1.813
12 H -2.456 0.185 1.947
13 H -4.375 1.328 3.034
14 H -5.397 3.313 2.008
15 H -4.551 4.217 -0.127
16 Br 1.273 -4.842 1.513
17 C 2.187 -3.266 1.088
18 C 3.576 -3.184 1.360
19 C 4.276 -2.033 1.149
20 Br 6.111 -1.972 1.530
21 C 3.617 -0.869 0.654
22 C 4.174 0.411 0.499
23 C 3.368 1.448 0.081
24 C 2.037 1.211 -0.256
25 N 1.484 0.003 -0.165
26 C 2.255 -0.989 0.356
27 C 1.545 -2.178 0.570
28 O 0.249 -2.085 0.212
29 H 4.071 -4.060 1.756
30 H 5.218 0.580 0.725
31 H 3.758 2.451 -0.016
32 H 1.417 2.013 -0.628
33 C -6.385 -4.357 0.674
34 C -5.705 -4.897 -0.412
35 C -4.566 -4.275 -0.894
36 C -4.120 -3.114 -0.265
37 C -4.786 -2.568 0.826
38 C -5.931 -3.198 1.289
39 As -2.570 -2.248 -0.945
40 C -2.806 -1.126 -2.479
41 C -3.786 -0.146 -2.686
42 C -3.807 0.508 -3.897
43 C -2.850 0.215 -4.881
44 C -1.856 -0.714 -4.663
45 C -1.825 -1.392 -3.443
46 C -0.853 -2.429 -3.037
47 C 0.309 -2.786 -3.750
48 C 1.019 -3.900 -3.371
49 C 0.600 -4.680 -2.281
50 C -0.512 -4.334 -1.544
51 C -1.251 -3.216 -1.929
52 H -7.275 -4.846 1.045
53 H -6.065 -5.801 -0.883
54 H -4.035 -4.686 -1.743
55 H -4.421 -1.672 1.313
56 H -6.465 -2.787 2.135
57 H -4.533 0.061 -1.928
58 H -4.575 1.241 -4.106
59 H -2.901 0.730 -5.831
60 H -1.118 -0.913 -5.428
61 H 0.623 -2.195 -4.600
62 H 1.902 -4.192 -3.922
63 H 1.166 -5.564 -2.016
64 H -0.809 -4.922 -0.687

3.
C35H37F5HfOP2Te as an isolated structure in a non-equilibrium geometry, computed with ωB97M-V/def2-TZVPD.

Results
Calculated total energy, Ha: -2928.37842
HOMO level, eV: -12.546
Molar mass, g/mol: 936.71
Total charge: +2
ΔE to the lowest compared entry with this formula, charge and spin, kJ/mol: 210.83
HOMO-LUMO gap, eV: 3.556

CARTESIAN COORDINATES (ANGSTROEM)
1 Hf -0.179 1.397 -0.922
2 C -2.197 1.201 -3.455
3 C -2.019 -0.069 -2.991
4 C -1.178 -1.005 -3.723
5 C 0.217 -0.581 -4.053
6 C 0.834 0.247 -2.961
7 C 0.658 1.636 -2.868
8 C 0.076 2.279 -4.139
9 C -1.343 1.822 -4.536
10 C 1.399 -0.149 2.577
11 H -3.107 1.751 -3.212
12 H -2.747 -0.488 -2.310
13 H -1.691 -1.233 -4.655
14 H -1.146 -1.929 -3.169
15 H 0.831 -1.461 -4.275
16 H 0.227 -0.097 -5.029
17 H 1.681 -0.271 -2.488
18 H 1.480 2.294 -2.523
19 H 0.711 2.103 -5.021
20 H 0.131 3.365 -4.027
21 H -1.840 2.685 -5.009
22 H -1.245 1.108 -5.361
23 H 0.845 0.785 2.631
24 H 2.036 -0.253 3.467
25 H 0.732 -1.009 2.648
26 P -1.511 -0.710 0.729
27 P 2.373 -0.200 1.122
28 C -0.110 -0.989 -0.376
29 C 1.279 -0.812 -0.156
30 C -2.384 -2.282 1.090
31 C -2.856 -3.229 0.151
32 C -3.658 -4.300 0.544
33 C -3.966 -4.496 1.887
34 C -3.487 -3.614 2.847
35 C -2.668 -2.571 2.456
36 C -2.666 0.636 -0.335
37 C -2.405 1.975 -0.779
38 C -3.201 3.055 -0.373
39 C -4.513 2.778 -0.069
40 C -4.926 1.444 0.029
41 C -4.007 0.390 -0.010
42 C 3.853 -1.189 1.258
43 C 3.650 -2.518 1.731
44 C 4.746 -3.357 1.977
45 C 6.037 -2.892 1.650
46 C 6.250 -1.582 1.185
47 C 5.159 -0.738 0.945
48 C 2.735 1.490 0.594
49 C 2.497 2.610 1.432
50 C 2.669 3.907 0.923
51 C 3.052 4.109 -0.423
52 C 3.195 3.013 -1.277
53 C 2.989 1.711 -0.769
54 H -0.384 -1.616 -1.241
55 H 1.965 -1.235 -0.924
56 H -2.592 -3.113 -0.899
57 H -4.056 -4.981 -0.201
58 H -4.575 -5.324 2.188
59 H -3.750 -3.727 3.900
60 H -2.233 -1.942 3.226
61 H -1.694 2.315 -1.632
62 H -2.722 4.021 -0.308
63 H -5.197 3.581 0.154
64 H -5.951 1.198 0.276
65 H -4.273 -0.608 0.340
66 H 2.620 -2.877 1.914
67 H 4.570 -4.350 2.428
68 H 6.877 -3.568 1.762
69 H 7.271 -1.215 1.007
70 H 5.313 0.264 0.528
71 H 2.083 2.459 2.430
72 H 2.478 4.752 1.603
73 H 3.217 5.125 -0.778
74 H 3.371 3.179 -2.335
75 H 2.944 0.876 -1.456
76 F -2.052 0.927 7.163
77 Te -1.360 0.052 5.538
78 F -0.256 -0.907 6.748
79 F -0.439 -1.208 4.259
80 F 0.163 1.248 5.381
81 F -2.613 -1.471 5.743
82 O -0.019 2.376 0.609

4.
A 3-piece molecular cluster, C3H10O2S2 overall, computed with ωB97M-V/def2-TZVPD.

Results
Calculated total energy, Ha: -1066.99047
HOMO level, eV: -8.930
Molar mass, g/mol: 142.25
ΔE to the lowest compared entry with this formula, charge and spin, kJ/mol: 409.27
HOMO-LUMO gap, eV: 4.266

CARTESIAN COORDINATES (ANGSTROEM)
1 C 2.026 0.200 -0.471
2 C 0.523 -0.002 -0.637
3 O -0.159 0.846 0.267
4 C 2.497 -0.056 0.960
5 S 4.311 0.039 0.975
6 S -3.154 -0.069 -0.304
7 H 2.234 1.242 -0.718
8 H 2.526 -0.490 -1.154
9 H 0.289 0.257 -1.678
10 H 0.252 -1.058 -0.486
11 H -1.124 0.725 0.132
12 H 2.175 -1.031 1.327
13 H 2.094 0.713 1.616
14 H 4.498 -0.120 2.294
15 H -6.167 -0.083 -1.398
16 H -6.204 -0.945 -0.157
17 O -6.616 -0.170 -0.568

5.
C44H48N11S3V as an isolated structure, computed with ωB97M-V/def2-TZVPD.

Results
Calculated total energy, Ha: -4445.93390
HOMO level (alpha / beta), eV: -8.066 / -7.500
Molar mass, g/mol: 878.09
Expectation value of S²: 0.757
Total charge: +1
ΔE to the lowest compared entry with this formula, charge and spin, kJ/mol: 169.98
HOMO-LUMO gap (alpha / beta), eV: 5.793 / 5.227
2S+1: 2

CARTESIAN COORDINATES (ANGSTROEM)
1 V 1.620 -0.599 1.900
2 N 2.750 1.290 2.530
3 C 2.041 1.595 3.799
4 C 2.211 0.419 4.752
5 N 1.922 -0.888 4.097
6 C 0.591 -1.400 4.506
7 C 0.172 -2.590 3.660
8 N 0.248 -2.269 2.219
9 C 3.009 -1.881 4.330
10 C 3.390 -2.674 3.084
11 N 3.481 -1.748 1.940
12 H 3.747 1.212 2.723
13 H 2.634 2.064 1.881
14 H 0.986 1.721 3.548
15 H 2.386 2.517 4.274
16 H 1.570 0.558 5.627
17 H 3.239 0.393 5.116
18 H -0.126 -0.588 4.371
19 H 0.602 -1.687 5.566
20 H -0.839 -2.886 3.956
21 H 0.813 -3.450 3.853
22 H -0.650 -1.920 1.910
23 H 0.476 -3.108 1.683
24 H 2.732 -2.553 5.150
25 H 3.888 -1.326 4.661
26 H 2.651 -3.430 2.825
27 H 4.335 -3.193 3.275
28 H 3.489 -2.270 1.058
29 H 4.370 -1.255 1.967
30 N -0.207 0.533 1.870
31 S -1.058 1.455 1.152
32 N -2.011 0.865 -0.075
33 S -1.572 0.664 -1.547
34 N -0.192 0.241 -2.011
35 S 0.937 -0.840 -1.415
36 N 1.543 -0.559 -0.138
37 C 0.114 -2.397 -1.600
38 C -0.944 -2.634 -0.732
39 C -1.610 -3.845 -0.786
40 C -1.207 -4.811 -1.697
41 C -0.138 -4.571 -2.544
42 C 0.540 -3.361 -2.501
43 C 2.051 -0.760 -2.783
44 C 1.637 -0.659 -4.108
45 C 2.598 -0.663 -5.102
46 C 3.947 -0.775 -4.772
47 C 4.342 -0.881 -3.450
48 C 3.388 -0.872 -2.440
49 C -1.834 2.148 -2.483
50 C -0.849 2.653 -3.310
51 C -1.120 3.823 -4.011
52 C -2.346 4.453 -3.874
53 C -3.323 3.927 -3.035
54 C -3.073 2.761 -2.333
55 C -2.844 -0.410 -2.157
56 C -3.915 -0.802 -1.372
57 C -4.846 -1.677 -1.915
58 C -4.691 -2.146 -3.209
59 C -3.611 -1.739 -3.984
60 C -2.680 -0.859 -3.462
61 C -2.323 2.168 2.174
62 C -3.545 1.518 2.288
63 C -4.466 1.973 3.219
64 C -4.162 3.057 4.029
65 C -2.931 3.688 3.919
66 C -2.000 3.242 2.993
67 C -0.335 2.895 0.351
68 C 1.002 2.802 0.006
69 C 1.615 3.874 -0.633
70 C 0.892 5.022 -0.911
71 C -0.457 5.100 -0.576
72 C -1.081 4.032 0.044
73 H -1.240 -1.885 -0.007
74 H -2.432 -4.039 -0.110
75 H -1.717 -5.764 -1.732
76 H 0.191 -5.339 -3.230
77 H 1.397 -3.192 -3.133
78 H 0.587 -0.584 -4.351
79 H 2.298 -0.587 -6.138
80 H 4.690 -0.791 -5.558
81 H 5.387 -0.997 -3.198
82 H 3.662 -0.981 -1.403
83 H 0.103 2.151 -3.394
84 H -0.365 4.240 -4.663
85 H -2.549 5.360 -4.427
86 H -4.279 4.421 -2.932
87 H -3.821 2.345 -1.672
88 H -4.005 -0.439 -0.361
89 H -5.688 -1.998 -1.318
90 H -5.416 -2.834 -3.621
91 H -3.494 -2.110 -4.992
92 H -1.830 -0.542 -4.051
93 H -3.772 0.673 1.657
94 H -5.423 1.479 3.312
95 H -4.885 3.411 4.750
96 H -2.692 4.530 4.553
97 H -1.039 3.731 2.909
98 H 1.535 1.872 0.187
99 H 2.657 3.805 -0.915
100 H 1.374 5.858 -1.398
101 H -1.024 5.991 -0.805
102 H -2.130 4.091 0.297
103 N 1.468 -4.603 0.693
104 C 2.322 -4.148 0.046
105 N 3.141 -3.452 -0.683
106 C 4.435 -3.671 -0.769
107 N 5.586 -3.693 -0.889

6.
C3H7N as an isolated structure in a non-equilibrium geometry, computed with ωB97M-V/def2-TZVPD.

Results
Calculated total energy, Ha: -173.08985
HOMO level, eV: -8.762
Molar mass, g/mol: 57.10
ΔE to the lowest compared entry with this formula, charge and spin, kJ/mol: 399.68
HOMO-LUMO gap, eV: 9.404

CARTESIAN COORDINATES (ANGSTROEM)
1 C 1.197 0.741 0.643
2 C 0.437 -0.341 0.934
3 N -0.407 -1.161 -0.165
4 C -1.171 -0.132 -0.888
5 H 0.644 -0.960 -0.244
6 H 1.246 1.580 1.329
7 H 0.400 -0.925 1.851
8 H 1.800 0.768 -0.259
9 H -0.605 0.306 -1.712
10 H -2.095 -0.599 -1.222
11 H -1.446 0.724 -0.266

What did the sixth record say?
C3H7N as an isolated structure in a non-equilibrium geometry, computed with ωB97M-V/def2-TZVPD.

Results
Calculated total energy, Ha: -173.08985
HOMO level, eV: -8.762
Molar mass, g/mol: 57.10
ΔE to the lowest compared entry with this formula, charge and spin, kJ/mol: 399.68
HOMO-LUMO gap, eV: 9.404

CARTESIAN COORDINATES (ANGSTROEM)
1 C 1.197 0.741 0.643
2 C 0.437 -0.341 0.934
3 N -0.407 -1.161 -0.165
4 C -1.171 -0.132 -0.888
5 H 0.644 -0.960 -0.244
6 H 1.246 1.580 1.329
7 H 0.400 -0.925 1.851
8 H 1.800 0.768 -0.259
9 H -0.605 0.306 -1.712
10 H -2.095 -0.599 -1.222
11 H -1.446 0.724 -0.266

> Among the records above, which one has the lowest calculated total energy?

C34H21AsBr2N2OS2W

> What is the molar mass in the second record?

956.26 g/mol

> molar mass of number 1 (C4H12NS)?

106.21 g/mol